# 1
{"formula": "C14H7Br2Cl2N3O", "method": "ωB97M-V/def2-TZVPD", "elements": ["Cl", "Cl", "Br", "Br", "N", "N", "O", "C", "C", "C", "C", "C", "C", "C", "C", "C", "C", "C", "C", "C", "C", "N", "H", "H", "H", "H", "H", "H", "H"], "xyz": [[4.34, -3.38, 4.24], [3.88, -0.45, 4.98], [-2.99, -1.76, -4.62], [-4.49, 3.55, -3.25], [-0.38, 1.92, 0.22], [0.19, -0.24, -0.22], [-2.23, 3.20, -1.15], [-0.56, 0.90, -0.58], [0.80, 0.08, 0.90], [2.74, -2.95, 2.06], [-3.46, 0.88, -3.69], [1.95, -2.12, 1.29], [2.26, -0.32, 2.87], [-1.61, -0.16, -2.57], [3.30, -2.43, 3.24], [3.08, -1.13, 3.63], [-2.64, -0.22, -3.51], [-3.30, 2.06, -2.94], [-2.36, 2.07, -1.90], [1.65, -0.81, 1.69], [-1.51, 0.95, -1.71], [0.48, 1.41, 1.16], [-1.46, 3.02, -0.55], [2.99, -3.91, 1.68], [-4.24, 0.84, -4.44], [1.60, -2.54, 0.35], [2.02, 0.66, 3.27], [-0.94, -1.04, -2.41], [0.87, 1.92, 1.97]], "e_lumo_ev": -0.45, "energy_ha": -6845.64873, "total_charge": 0, "mol_weight_g_mol": 463.94, "de_lowest_kj_mol": 10.2, "gap_ev": 8.173}


# 2
{"formula": "C14H7N3O2", "method": "ωB97M-V/def2-TZVPD", "elements": ["O", "O", "N", "N", "C", "C", "C", "C", "C", "C", "C", "C", "C", "C", "C", "C", "C", "C", "N", "H", "H", "H", "H", "H", "H", "H"], "xyz": [[-1.26, 2.41, 0.10], [1.82, -1.91, 0.63], [-3.96, -1.41, -2.23], [-4.10, -2.68, -2.40], [-0.43, 1.50, -0.01], [1.14, -0.86, 0.38], [2.76, 2.83, 1.76], [3.47, 1.63, 2.03], [1.59, 2.76, 0.96], [2.92, 0.40, 1.52], [-2.26, 0.15, -1.20], [-0.86, -2.19, -0.73], [-2.76, -1.04, -1.67], [0.97, 1.56, 0.57], [1.64, 0.37, 0.89], [-0.99, 0.25, -0.51], [-0.29, -0.95, -0.29], [-2.14, -2.17, -1.46], [-2.96, -3.13, -1.97], [2.88, 3.78, 2.33], [4.39, 1.73, 2.62], [0.97, 3.64, 0.83], [3.55, -0.44, 1.70], [-2.80, 1.06, -1.30], [-0.34, -3.16, -0.75], [-2.94, -4.12, -1.77]], "e_lumo_ev": -1.24, "energy_ha": -852.37359, "total_charge": 0, "mol_weight_g_mol": 249.23, "de_lowest_kj_mol": 185.5, "gap_ev": 8.003}


# 3
{"formula": "C14H8BrClCoIN2OSbSe4", "method": "ωB97M-V/def2-TZVPD", "elements": ["Co", "Se", "Sb", "Se", "Se", "Se", "Cl", "C", "C", "C", "I", "C", "O", "C", "N", "C", "C", "C", "C", "H", "H", "H", "H", "Br", "C", "C", "C", "N", "C", "C", "H", "H", "H", "H"], "xyz": [[0.04, -0.04, 0.38], [3.88, -1.99, 3.16], [2.85, 0.08, 2.34], [2.44, -0.13, -0.17], [0.40, 0.12, 2.94], [3.98, 2.18, 2.82], [-3.54, 5.67, -0.54], [-3.04, 4.00, -0.44], [-3.95, 3.01, -0.70], [-3.58, 1.66, -0.61], [-4.99, 0.18, -1.01], [-2.29, 1.26, -0.26], [-1.89, 0.05, -0.13], [-1.35, 2.33, -0.03], [-0.09, 1.91, 0.27], [0.83, 2.80, 0.56], [0.56, 4.18, 0.55], [-0.69, 4.62, 0.22], [-1.70, 3.69, -0.09], [-4.96, 3.28, -0.97], [1.82, 2.43, 0.80], [1.35, 4.86, 0.82], [-0.92, 5.68, 0.20], [-0.16, -6.62, -0.25], [-0.11, -4.74, -0.01], [-0.99, -3.94, -0.73], [-0.92, -2.57, -0.52], [-0.05, -2.01, 0.31], [0.79, -2.79, 1.00], [0.79, -4.17, 0.86], [-1.71, -4.36, -1.42], [-1.60, -1.90, -1.03], [1.48, -2.32, 1.68], [1.49, -4.76, 1.44]], "e_lumo_ev": [3.51, 3.51], "energy_ha": -15283.92914, "spin_multiplicity": 2, "total_charge": -2, "mol_weight_g_mol": 959.02, "de_lowest_kj_mol": 0.0, "gap_ev": [4.930, 4.923]}


# 4
{"formula": "C14H8ClO4PtS", "method": "ωB97M-V/def2-TZVPD", "elements": ["Pt", "O", "C", "O", "C", "C", "C", "C", "C", "C", "S", "H", "H", "H", "H", "Cl", "C", "C", "C", "C", "O", "C", "C", "O", "C", "H", "H", "H", "H"], "xyz": [[0.29, -0.84, -1.17], [4.07, 0.36, -0.69], [3.09, -0.32, -0.43], [2.25, -0.70, -1.34], [2.93, -0.85, 0.99], [4.00, -0.56, 1.85], [4.05, -1.03, 3.15], [2.99, -1.81, 3.62], [1.93, -2.09, 2.79], [1.86, -1.62, 1.47], [0.40, -2.09, 0.62], [4.80, 0.04, 1.44], [4.89, -0.80, 3.78], [3.00, -2.18, 4.63], [1.09, -2.68, 3.17], [-5.43, 3.53, -1.81], [-4.29, 2.21, -1.62], [-4.68, 1.06, -0.92], [-3.81, 0.02, -0.76], [-2.49, 0.06, -1.30], [-1.74, -0.97, -1.16], [-2.13, 1.23, -2.03], [-0.86, 1.41, -2.70], [0.06, 0.60, -2.84], [-3.04, 2.29, -2.16], [-5.67, 1.01, -0.49], [-4.08, -0.87, -0.21], [-0.74, 2.40, -3.17], [-2.75, 3.18, -2.71]], "e_lumo_ev": 2.33, "energy_ha": -1817.08963, "total_charge": -1, "mol_weight_g_mol": 502.81, "de_lowest_kj_mol": 0.0, "gap_ev": 6.527}